This record from OMol25 describes a 14-piece molecular cluster, C44H120N12O6 overall at a distorted geometry. The level of theory is wB97M-V/def2-TZVPD.

Each line ends with the Löwdin charge.
CARTESIAN COORDINATES (ANGSTROEM)
N: 12.902 37.243 -18.096  0.303
H: 13.784 37.160 -17.611  0.133
H: 12.940 37.122 -19.098  0.133
H: 12.597 38.204 -18.035  0.144
H: 12.200 36.646 -17.682  0.139
N: 2.565 37.018 -20.139  0.339
H: 3.161 36.554 -19.468  0.152
H: 2.854 37.981 -20.041  0.156
H: 1.575 36.932 -19.955  0.153
H: 2.862 36.729 -21.060  0.147
N: 12.021 42.038 -12.147  0.301
H: 12.914 41.670 -11.851  0.140
H: 11.243 41.955 -11.508  0.140
H: 11.831 41.737 -13.092  0.139
H: 12.119 43.041 -12.210  0.140
N: 8.959 37.674 -24.576  0.291
H: 9.539 37.151 -25.217  0.142
H: 8.649 38.550 -24.974  0.133
H: 9.340 37.887 -23.665  0.136
H: 8.098 37.174 -24.409  0.128
N: 7.428 47.750 -14.124  0.353
H: 8.230 47.636 -13.521  0.148
H: 6.725 48.281 -13.629  0.145
H: 7.050 46.817 -14.205  0.152
H: 7.696 48.068 -15.044  0.152
N: 4.331 41.661 -11.303  0.349
H: 4.366 42.183 -12.166  0.159
H: 4.587 40.704 -11.498  0.153
H: 3.425 41.687 -10.857  0.156
H: 5.051 42.006 -10.683  0.154
C: 6.588 41.078 -19.142  -0.085
C: 5.762 41.655 -18.263  -0.402
C: 6.235 42.312 -16.973  -0.413
O: 5.567 43.131 -16.191  -0.153
C: 7.488 42.120 -16.618  -0.077
C: 8.435 41.380 -17.420  -0.319
C: 7.931 40.908 -18.874  -0.410
O: 8.729 40.637 -19.784  -0.095
O: 9.576 41.075 -16.945  -0.124
O: 4.496 41.639 -18.532  -0.115
H: 6.173 40.664 -20.049  0.091
H: 7.874 42.681 -15.780  0.092
O: 8.696 43.935 -9.423  -0.428
C: 8.712 45.262 -8.937  -0.425
C: 9.959 46.223 -9.295  -0.472
O: 10.301 46.567 -10.570  -0.354
H: 8.763 45.031 -7.873  0.070
H: 7.776 45.776 -9.155  0.058
H: 10.795 45.814 -8.727  0.072
H: 9.664 47.159 -8.822  0.071
C: -1.004 39.577 -27.395  -0.097
C: -2.051 39.220 -26.314  -0.270
N: -2.466 40.270 -25.421  -0.176
C: -3.327 41.223 -26.195  -0.246
C: -4.648 40.739 -26.813  -0.089
C: -1.309 40.973 -24.826  -0.262
C: -1.535 42.110 -23.777  -0.080
H: -1.413 40.246 -28.153  0.065
H: -0.727 38.677 -27.944  0.068
H: -0.062 39.992 -27.038  0.060
H: -2.946 38.709 -26.668  0.111
H: -1.429 38.507 -25.773  0.099
H: -3.683 41.963 -25.478  0.103
H: -2.743 41.727 -26.965  0.107
H: -5.029 39.929 -26.191  0.072
H: -5.406 41.522 -26.823  0.075
H: -4.543 40.219 -27.765  0.066
H: -0.741 41.434 -25.633  0.090
H: -0.588 40.264 -24.420  0.105
H: -0.653 42.377 -23.195  0.066
H: -2.275 41.735 -23.071  0.069
H: -1.908 43.012 -24.261  0.063
C: -3.508 33.860 -17.721  -0.091
C: -2.172 34.529 -17.919  -0.241
N: -2.228 35.548 -18.998  -0.165
C: -2.686 35.086 -20.295  -0.283
C: -1.840 33.970 -20.949  -0.093
C: -3.050 36.774 -18.680  -0.276
C: -2.450 37.505 -17.582  -0.142
H: -4.225 34.549 -17.274  0.076
H: -3.413 33.074 -16.971  0.079
H: -3.895 33.420 -18.640  0.069
H: -1.884 34.989 -16.973  0.101
H: -1.476 33.730 -18.175  0.104
H: -3.702 34.694 -20.277  0.105
H: -2.659 35.914 -21.004  0.111
H: -2.014 33.020 -20.444  0.063
H: -2.008 33.647 -21.977  0.070
H: -0.780 34.223 -20.977  0.053
H: -4.123 36.648 -18.535  0.124
H: -2.898 37.574 -19.405  0.115
H: -1.371 37.495 -17.733  0.074
H: -2.579 36.997 -16.627  0.065
H: -2.771 38.502 -17.280  0.087
C: 11.020 46.913 -20.018  -0.077
C: 10.040 47.375 -18.850  -0.236
N: 9.772 48.820 -18.671  -0.174
C: 10.945 49.444 -18.139  -0.306
C: 10.699 50.862 -17.655  -0.097
C: 9.110 49.490 -19.880  -0.217
C: 7.856 48.869 -20.518  -0.095
H: 12.008 47.367 -19.943  0.050
H: 10.663 47.170 -21.016  0.060
H: 11.257 45.871 -19.804  0.066
H: 9.091 46.857 -18.990  0.097
H: 10.508 46.908 -17.984  0.098
H: 11.248 48.974 -17.203  0.108
H: 11.845 49.276 -18.732  0.109
H: 9.899 50.907 -16.916  0.071
H: 11.580 51.220 -17.121  0.072
H: 10.526 51.588 -18.449  0.066
H: 9.819 49.720 -20.674  0.108
H: 8.769 50.468 -19.540  0.095
H: 8.070 47.859 -20.867  0.057
H: 7.313 49.276 -21.372  0.074
H: 7.105 48.800 -19.731  0.070
C: 4.128 51.456 -15.328  -0.113
C: 3.159 50.478 -14.703  -0.266
N: 3.446 50.123 -13.312  -0.200
C: 2.293 49.388 -12.875  -0.266
C: 1.087 50.210 -12.318  -0.063
C: 3.933 51.157 -12.425  -0.282
C: 4.308 50.616 -11.080  -0.080
H: 3.968 51.610 -16.395  0.075
H: 5.132 51.052 -15.200  0.066
H: 4.073 52.496 -15.006  0.075
H: 2.160 50.864 -14.901  0.116
H: 3.316 49.609 -15.342  0.112
H: 1.998 48.518 -13.461  0.119
H: 2.708 48.861 -12.016  0.084
H: 0.438 50.458 -13.157  0.063
H: 0.478 49.767 -11.530  0.071
H: 1.414 51.131 -11.835  0.058
H: 3.227 51.981 -12.325  0.110
H: 4.803 51.604 -12.907  0.105
H: 4.415 49.546 -11.258  0.063
H: 3.587 50.743 -10.273  0.082
H: 5.295 50.940 -10.749  0.077
C: 16.832 34.358 -16.414  -0.128
C: 17.807 35.400 -16.770  -0.250
N: 17.377 36.868 -16.605  -0.187
C: 18.080 37.769 -17.498  -0.294
C: 17.513 39.208 -17.573  -0.071
C: 17.363 37.195 -15.174  -0.260
C: 18.696 37.773 -14.576  -0.051
H: 15.764 34.495 -16.584  0.062
H: 16.869 34.140 -15.347  0.069
H: 17.098 33.443 -16.942  0.081
H: 18.790 35.182 -16.353  0.122
H: 17.917 35.211 -17.838  0.103
H: 19.160 37.791 -17.351  0.118
H: 17.884 37.351 -18.485  0.101
H: 18.008 39.464 -18.510  0.078
H: 16.427 39.295 -17.555  0.060
H: 17.974 39.646 -16.688  0.054
H: 16.826 36.420 -14.628  0.098
H: 16.520 37.868 -15.022  0.090
H: 19.581 37.224 -14.899  0.072
H: 18.611 37.600 -13.503  0.073
H: 18.691 38.802 -14.936  0.056
C: 9.758 42.462 -26.375  -0.086
C: 8.942 42.323 -27.654  -0.249
N: 7.860 41.347 -27.536  -0.227
C: 7.414 40.740 -28.797  -0.238
C: 8.509 40.017 -29.610  -0.088
C: 6.758 41.755 -26.699  -0.273
C: 6.105 43.063 -27.116  -0.094
H: 10.617 43.126 -26.468  0.078
H: 10.130 41.526 -25.957  0.057
H: 9.031 42.916 -25.702  0.063
H: 8.425 43.280 -27.722  0.099
H: 9.650 42.199 -28.473  0.118
H: 6.610 40.023 -28.630  0.110
H: 7.030 41.638 -29.280  0.107
H: 9.158 40.554 -30.302  0.069
H: 9.214 39.556 -28.918  0.060
H: 8.024 39.231 -30.187  0.066
H: 7.169 41.862 -25.695  0.100
H: 5.925 41.054 -26.646  0.107
H: 6.608 43.937 -26.702  0.068
H: 5.151 43.161 -26.600  0.076
H: 6.012 43.254 -28.185  0.078

Summary:
Spin multiplicity = 1
HOMO-LUMO gap = 0.977 eV
LUMO energy = -5.1 eV
Strongest force on any atom = 6.0 eV/A
Total energy = -77702.5525 eV
Energy relative to the best compared isomer or geometry (same formula, charge and spin) = 21.072 eV
HOMO energy = -6.0 eV
Charge = +2